No. 1
The following is a DFT calculation (ωB97M-V/def2-TZVPD) of a molecular structure, C22H32BN8NiS3.

```
67
Properties=species:S:1:pos:R:3
Ni 0.8127 -0.1892 -0.5269
S 0.3090 -2.2409 -1.2502
S 3.1790 -1.0016 -0.2985
S 1.6238 0.3266 -2.8077
N 0.5242 -0.8126 1.4515
N -3.5033 0.1824 2.3327
N -2.6009 1.1688 2.0426
N -1.9299 0.4801 -0.2188
N 0.8158 1.5166 0.2988
N -0.2428 1.7404 1.1267
N -1.0477 0.4035 -1.2461
N -0.7831 -0.5958 1.7823
C 0.0575 -1.8783 3.3613
C 2.5095 -1.7691 2.7702
C 1.6908 2.5181 0.4354
C -5.7402 -0.0081 3.3206
C 1.0613 -1.5484 2.4517
C 0.1351 -2.0392 -3.0413
C -3.1216 2.3798 2.3804
C -4.3610 2.1757 2.9172
C -1.2460 0.9682 -3.7550
C 2.9643 2.6184 -0.3283
C -3.0889 0.8560 -2.0432
C -1.0764 -1.2415 2.9198
C 3.4275 0.2451 -2.7712
C 1.1959 3.4099 1.3816
C -4.5552 0.7763 2.8684
C 2.8343 -2.7826 -0.2165
C -3.1561 0.7473 -0.6737
C 3.9855 -0.8855 -1.9224
C -1.7499 0.6709 -2.3766
C 1.8211 -3.2634 -1.2299
C -0.0057 2.8752 1.7960
C 1.2675 -1.2491 -3.6736
B -1.4315 0.7021 1.2272
H 1.6611 4.3188 1.7221
H -6.2204 -0.5058 2.4783
H -0.7090 1.9176 -3.7590
H -5.0402 2.9245 3.2876
H 3.7747 -3.3233 -0.3287
H -3.8900 1.0890 -2.7236
H 0.1797 -2.4367 4.2740
H 2.4740 -2.9640 0.7885
H -0.6844 3.2316 2.5487
H 1.5033 -4.2787 -0.9888
H -2.6313 3.3142 2.1701
H -6.4715 0.6435 3.7934
H 2.7742 2.8649 -1.3757
H 3.7762 0.1557 -3.8009
H 3.5463 1.6979 -0.2629
H -2.0624 -1.1637 3.3423
H 2.1897 -1.8258 -3.6909
H -2.1104 1.0763 -4.4066
H 5.0491 -0.7221 -1.7499
H 0.0753 -3.0431 -3.4663
H 2.6765 -1.3656 3.7686
H 3.8877 -1.8469 -2.4238
H 3.5745 3.4169 0.0873
H 1.0237 -1.0203 -4.7111
H 2.7660 -2.8282 2.8224
H 3.2018 -1.2572 2.1132
H -0.8360 -1.5722 -3.1791
H 3.7555 1.2179 -2.4104
H -3.9813 0.8572 0.0100
H -5.4477 -0.7730 4.0390
H 2.2260 -3.2789 -2.2393
H -0.6057 0.2237 -4.2128
```

Spin multiplicity: 2
Net charge: +2
E_HOMO (alpha / beta) (eV): -13.76 / -13.76

natural (NBO) atomic charge list, values in e, 4 entries: 1.1401 0.4902 0.3024 0.3288

---

No. 2
The following is a DFT calculation (ωB97M-V/def2-TZVPD) of a molecular structure, C22H32BiClF3N2O8Sb.

```
70
Properties=species:S:1:pos:R:3
Bi 1.2079 0.2312 1.2492
Sb -2.2056 0.3279 0.4038
Cl 3.2762 1.2504 4.5961
F 1.1450 -0.9178 -8.4932
F 2.3235 0.8796 -8.2361
F 0.1775 1.0157 -8.4048
O 3.9228 2.1272 3.6522
O 0.5679 2.2598 0.5670
O 3.2314 0.3214 0.5578
O 2.0575 0.6932 3.9763
O 4.1467 0.1555 4.9541
O 4.8255 -0.7610 -0.5457
O 2.8887 1.9864 5.7779
O 2.4434 -4.0467 2.0507
N 1.4303 -2.4504 4.4522
N 1.9152 -1.9975 1.1465
C 1.8046 -2.9821 2.0457
C 1.0517 0.1517 -6.3777
C 1.1706 1.3011 -5.6012
C 1.0954 1.2165 -4.2256
C -4.7476 0.5794 -1.3098
C 2.9842 -2.0874 0.1741
C 3.7641 -0.7739 0.0446
C 1.6776 4.0115 1.8193
C -4.3732 0.2419 0.1386
C -1.8682 -1.8167 0.1454
C 0.4081 3.2011 1.5855
C 0.7937 -2.7617 3.1676
C -0.7626 4.1177 1.2302
C 0.9008 -0.0222 -3.5973
C 1.1740 0.2728 -7.8616
C -3.0826 -2.7307 0.0271
C -2.4234 0.2797 2.5768
C 0.8098 -0.1386 -0.9602
C 0.8650 -1.0806 -5.7714
C -3.0164 -1.0057 3.1500
C 0.8423 -0.0917 -2.1711
C 0.7886 -1.1657 -4.3898
H -4.2919 -0.1273 -2.0088
H -5.8300 0.5568 -1.4734
H -2.7672 -3.7775 -0.0167
H -3.0562 1.1351 2.8279
H 2.2761 -3.0067 4.5255
H 0.1530 2.7091 2.5486
H -1.2567 -1.8790 -0.7554
H 2.5173 3.3542 2.0450
H 0.0923 -1.9574 2.9232
H -1.6713 3.5268 1.0938
H 1.5507 4.7051 2.6570
H -4.7707 -0.7368 0.4065
H 1.9156 4.5833 0.9163
H -2.4394 -1.8821 2.8523
H 2.5828 -2.2874 -0.8258
H 1.3261 2.2588 -6.0827
H -0.5422 4.6298 0.2895
H -4.3884 1.5733 -1.5846
H -4.0459 -1.1474 2.8124
H 0.2253 -3.6888 3.2764
H 1.1974 2.0962 -3.6046
H -4.8137 0.9768 0.8181
H -3.0175 -0.9837 4.2437
H 0.6557 -2.1254 -3.9087
H 0.7842 -1.9733 -6.3762
H -0.9412 4.8628 2.0124
H -3.7626 -2.6300 0.8740
H -1.2206 -2.1406 0.9644
H 3.6829 -2.8841 0.4246
H 1.7363 -1.4803 4.4532
H -3.6517 -2.5188 -0.8819
H -1.4389 0.4673 3.0102
```

Net charge: -2
E_HOMO (eV): -3.11
Energy relative to the best compared isomer or geometry (same formula, charge and spin) (kcal per mole): 19.3

natural (NBO) atomic charge list, values in e, 4 entries: 1.8962 1.0645 2.5386 -0.3330

---

No. 3
The following is a DFT calculation (ωB97M-V/def2-TZVPD) of a molecular structure, C22H32BrIN5RuS5Se.

```
68
Properties=species:S:1:pos:R:3
I -2.5156 0.8191 -1.1395
Ru -0.3184 -1.2023 -0.1328
Br -4.2776 3.8199 -1.3322
Se -2.4765 -1.4927 1.1255
S -1.2932 -1.9421 -2.4553
S 0.5685 0.8089 0.8678
S -0.1589 -3.8573 -0.1897
S 1.0438 -2.0515 1.6902
S 1.7285 -1.2726 -1.4235
N 0.2812 -0.7792 3.9445
N 0.6598 2.9971 -0.6757
N 2.4689 -0.4979 3.2924
N -2.5384 1.0928 2.6095
N -0.9311 3.0120 1.0201
C -1.2778 4.2821 0.7798
C 0.2261 0.4247 4.7662
C 2.4292 -2.8991 -1.0185
C 1.2920 -1.4478 -3.1767
C -1.6287 4.2778 -4.4681
C 3.4809 -0.3265 2.2565
C 0.1363 -2.3895 -3.4799
C -2.6303 4.4750 -3.5294
C -0.7789 -1.7493 4.1942
C 2.9652 -0.2648 4.6480
C -1.2524 -4.5533 -1.4672
C -2.1207 -3.5076 -2.1547
C 0.3346 4.2594 -0.9334
C -0.6264 4.9660 -0.2153
C 1.2560 -0.9838 3.0673
C -2.8946 3.4967 -2.5795
C 0.0335 2.3804 0.3093
C 1.4976 -4.0997 -0.9534
C -0.8930 3.1020 -4.4642
C -2.1574 2.3190 -2.5695
C -1.1625 2.1255 -3.5180
C -2.5123 0.0781 2.0573
H 2.1934 -1.7487 -3.7105
H -1.7520 -1.3417 3.9312
H 1.0547 -0.4322 -3.4990
H 4.1936 -1.1510 2.2920
H 0.8697 4.7255 -1.7517
H -3.2211 5.3801 -3.5374
H 0.4065 -3.4272 -3.3191
H 3.2257 -3.0981 -1.7385
H -1.4361 5.0398 -5.2098
H -0.1175 2.9422 -5.2002
H 0.9045 1.1719 4.3607
H -1.4408 2.4597 1.7412
H -1.8921 -5.2829 -0.9688
H -2.5252 -3.8853 -3.0951
H 3.0170 -0.2694 1.2776
H 2.9930 0.7972 4.8874
H -2.9699 -3.2280 -1.5265
H -0.6374 -5.1044 -2.1760
H -0.1647 -2.2836 -4.5235
H 1.9880 -4.8794 -0.3698
H -0.5960 -2.6574 3.6278
H -0.7741 -1.9796 5.2608
H -0.8673 5.9930 -0.4383
H -0.5913 1.2084 -3.5083
H 0.4781 0.2175 5.8075
H 4.0084 0.6056 2.4518
H -2.0642 4.6961 1.3948
H 2.9041 -2.7326 -0.0506
H 2.3442 -0.7890 5.3678
H -0.7909 0.8081 4.7120
H 1.3251 -4.5125 -1.9423
H 3.9771 -0.6617 4.7005
```

Spin multiplicity: 2
Net charge: +2
E_HOMO (alpha / beta) (eV): -13.32 / -13.45
Energy relative to the best compared isomer or geometry (same formula, charge and spin) (kcal per mole): 32.4

natural (NBO) atomic charge list, values in e, 4 entries: 0.3327 0.0398 0.1047 0.0101

---

For each record above, in turn, the calculated E values are -109467.4984 -75739.5926 -231018.3923 eV.